Record 1
The following is a DFT calculation (ωB97M-V/def2-TZVPD) of a 9-piece molecular cluster, C4H28N2O9 overall.

```
43
Properties=species:S:1:pos:R:3:forces:R:3:mulliken_charge:R:1
C 0.59128 -2.30085 1.98921 0.0 0.1 0.2 -1.88
C -0.19565 -1.48126 0.97157 0.4 -0.2 -0.2 0.48
C -0.66914 -2.35540 -0.19281 -0.3 0.1 0.1 -0.47
O -1.96364 -1.99660 -0.65530 -0.1 -0.2 -0.5 -0.67
N 0.60817 -0.33565 0.48930 -0.2 -0.1 0.6 0.04
C 0.35839 0.87502 1.27110 0.5 0.3 0.0 -1.07
N 1.35443 1.89354 0.92112 0.2 -0.4 -0.1 -0.52
H 0.89230 -1.66883 2.82688 0.1 0.0 0.0 0.36
H 1.48823 -2.73789 1.54240 0.0 0.0 -0.1 0.42
H -0.00548 -3.12024 2.39122 0.0 0.0 0.0 0.49
H -1.07588 -1.07017 1.47034 0.1 -0.1 0.0 0.18
H 0.01402 -2.26396 -1.04110 0.1 -0.1 0.1 0.18
H -0.71157 -3.40434 0.11171 0.1 0.0 0.0 0.29
H -2.38036 -1.32490 -0.08982 0.1 0.1 0.2 0.49
H 1.59492 -0.57614 0.53046 0.1 0.0 0.4 0.35
H 0.43437 0.70608 2.34982 -0.2 -0.1 -0.1 0.45
H -0.65393 1.20406 1.03028 0.0 0.0 0.2 0.34
H 1.09017 2.36335 0.05830 0.0 0.1 0.2 0.29
H 1.41104 2.58945 1.65255 -0.1 0.0 0.0 0.27
H -2.05069 -1.17314 -2.27319 0.0 0.2 -0.3 0.51
H -1.07835 -0.32576 -3.07723 0.1 0.0 0.0 0.32
O -2.02450 -0.52079 -3.01397 0.1 -0.2 0.4 -0.86
H 1.88540 0.12652 -2.30231 0.0 0.0 -0.1 0.33
H 0.92076 0.04071 -1.07489 -0.5 -0.3 0.0 0.54
O 0.95502 0.26021 -2.03482 -0.1 0.4 -0.7 -0.78
H 4.37128 0.47422 1.05168 -0.1 0.1 0.0 0.29
H 3.02320 1.15060 0.56234 0.1 0.0 0.1 0.41
O 3.84003 0.66418 0.27438 -0.2 0.0 0.1 -0.77
H 3.97795 -1.00475 -2.38925 0.2 -0.4 -0.1 0.30
H 3.85421 0.18062 -1.41373 0.0 0.0 0.1 0.38
O 3.60260 -0.13321 -2.30227 0.1 0.4 -0.2 -0.69
H -4.05632 0.00466 0.67414 -0.4 0.1 0.0 0.24
H -2.85552 0.74198 -0.03711 -0.4 -0.1 0.1 0.46
O -3.10488 0.08836 0.69696 0.4 0.1 0.0 -0.77
H 0.40622 1.87603 -1.78456 0.2 -0.4 -0.4 0.43
H 0.03999 3.29064 -2.29708 0.0 0.2 -0.2 0.28
O -0.01549 2.72343 -1.52763 -0.2 0.2 0.3 -0.77
H -2.52151 0.91181 -2.01003 0.0 0.1 -0.1 0.51
H -1.73530 2.03504 -1.31102 -0.1 0.2 -0.1 0.38
O -2.61809 1.61748 -1.32917 0.2 -0.2 0.0 -0.81
H -2.69488 0.76186 3.79463 0.1 0.0 -0.1 0.30
H -2.34844 0.51828 2.31378 -0.3 0.0 0.0 0.36
O -1.95438 0.69572 3.18313 0.1 0.0 0.3 -0.62
```
Positions in Å, forces in eV/Å.

Summary:
- largest force on an atom (hartree/bohr) = 0.0167
- HOMO-LUMO gap (eV) = 9.98
- ΔE to the lowest compared entry with this formula, charge and spin (kcal/mol) = 0.0
- HOMO energy (eV) = -9.5
- SMILES string = C[C@H](CO)NCN.O.O.O.O.O.O.O.O
- lowest unoccupied orbital energy (eV) = 0.453
- spin multiplicity = 1
- E_tot (eV) = -26012.098


Record 2
The following is a DFT calculation (ωB97M-V/def2-TZVPD) of a single C21H32N4O5S molecule.

```
63
Properties=species:S:1:pos:R:3:forces:R:3:mulliken_charge:R:1
C 5.15625 1.05794 0.90524 0.0 -0.2 0.0 -1.05
C 4.94785 -0.42548 0.61785 -0.1 0.1 -0.2 -0.80
C 3.75474 -0.69626 -0.30131 0.0 -0.1 0.4 -0.34
H 3.81051 -1.72106 -0.67306 -0.1 0.0 -0.1 0.33
H 3.80727 -0.03336 -1.16622 0.0 0.0 -0.1 0.29
C 2.42283 -0.49352 0.43194 0.5 0.2 -0.1 -1.60
N 1.26619 -0.45764 -0.44468 -0.1 -0.2 0.1 1.10
C 0.87871 0.62907 -1.14367 0.0 -0.2 -0.2 0.61
O -0.17454 0.65847 -1.76700 0.0 0.2 -0.3 -0.72
C 1.78190 1.86334 -1.14085 0.2 -0.2 0.1 -1.05
N 1.05533 3.04841 -0.74002 -0.2 -0.1 1.0 0.12
S 0.52682 3.02618 0.83425 0.0 0.3 0.1 1.23
O 0.03512 4.33648 1.13427 -0.2 0.0 -0.2 -0.76
O 1.61089 2.49225 1.61289 -0.1 -0.3 -0.1 -0.74
C -0.84331 1.87366 0.94657 0.6 0.3 0.2 -0.21
C -2.01275 2.15981 0.27801 -0.4 -0.1 0.0 -0.09
C -3.06727 1.24858 0.28629 0.7 -0.1 0.4 0.16
C -2.92659 0.04587 1.00918 0.4 0.5 -0.1 0.40
C -1.74541 -0.19421 1.71309 -0.2 0.1 -0.1 -0.29
C -0.70326 0.71076 1.67634 0.1 0.1 0.0 -0.95
H 0.21359 0.53621 2.21389 0.1 -0.1 0.1 0.51
H -1.63615 -1.09415 2.29342 0.0 -0.1 0.0 0.50
N -3.96221 -0.87047 1.01436 -0.2 -0.1 0.0 -0.08
C -5.14989 -0.65698 0.35786 -0.3 -0.7 0.2 0.62
O -6.04815 -1.46930 0.37877 0.1 0.4 -0.2 -0.63
C -5.30219 0.63705 -0.40756 -0.4 0.5 -0.4 0.58
O -6.32819 0.87917 -1.00421 0.2 -0.3 0.2 -0.63
N -4.24012 1.50535 -0.39825 -0.3 -0.1 -0.1 -0.12
C -4.37789 2.72876 -1.16385 -0.2 0.2 -0.2 -1.28
H -3.61634 2.77568 -1.94236 0.0 0.0 0.0 0.38
H -4.30229 3.60025 -0.51339 0.0 0.0 0.0 0.37
H -5.36532 2.70679 -1.62356 0.2 0.1 0.1 0.38
C -3.82311 -2.12382 1.72948 -0.2 -0.3 0.1 -1.26
H -4.74659 -2.68100 1.57573 0.2 0.1 0.1 0.39
H -3.68572 -1.94624 2.79634 0.1 0.0 0.0 0.38
H -2.98528 -2.69834 1.33374 0.0 0.0 0.0 0.34
H -2.09062 3.09884 -0.23767 -0.1 0.1 -0.1 0.61
C 0.21020 3.68647 -1.72027 -0.4 0.2 -0.3 -0.97
H -0.51096 2.98835 -2.15376 0.0 0.1 0.0 0.32
H -0.29806 4.50392 -1.21468 0.0 0.1 -0.2 0.41
H 0.83722 4.09564 -2.51454 0.0 0.0 0.0 0.31
H 2.62579 1.78038 -0.46401 0.1 -0.1 -0.2 0.34
H 2.14680 2.01867 -2.16033 0.0 0.0 0.1 0.42
C 0.42407 -1.64090 -0.51218 -0.2 -0.1 -0.4 -0.83
C 1.01568 -2.75822 -1.38677 0.1 0.0 0.2 -1.05
C 1.72616 -3.86404 -0.60292 -0.2 0.0 -0.2 -0.35
C 0.75314 -4.76351 0.15106 0.2 0.1 -0.1 -1.30
H 1.29242 -5.55142 0.67143 0.0 -0.1 0.1 0.39
H 0.18382 -4.20103 0.88758 -0.1 0.0 0.1 0.30
H 0.05198 -5.22696 -0.53909 -0.1 -0.1 -0.1 0.32
H 2.43821 -3.43130 0.10128 0.1 0.0 0.0 0.20
H 2.29281 -4.47734 -1.30684 0.1 0.0 0.0 0.38
H 0.21215 -3.21417 -1.96737 0.0 0.0 -0.1 0.46
H 1.70908 -2.30499 -2.09701 -0.1 0.0 -0.1 0.41
H 0.24773 -2.00198 0.50333 0.0 0.0 0.0 0.47
H -0.52702 -1.30932 -0.93325 0.1 -0.1 0.2 0.40
H 2.27383 -1.32023 1.13014 0.0 0.1 0.0 0.83
H 2.45248 0.42604 1.02153 0.0 -0.1 0.0 0.21
H 5.84908 -0.82103 0.14436 0.0 -0.1 0.1 0.41
H 4.80651 -0.96357 1.55759 0.1 -0.1 0.0 0.33
H 6.02330 1.19388 1.54708 0.1 0.1 0.1 0.41
H 5.33168 1.60220 -0.02060 0.0 0.1 -0.1 0.26
H 4.29708 1.49742 1.40637 -0.1 0.1 0.1 0.23
```
Positions in Å, forces in eV/Å.

Summary:
- largest force on an atom (hartree/bohr) = 0.0191
- HOMO-LUMO gap (eV) = 8.71
- ΔE to the lowest compared entry with this formula, charge and spin (kcal/mol) = 12.1
- HOMO energy (eV) = -8.6
- SMILES string = CCCCN(CCCC)C(=O)CN(C)S(=O)(=O)c1ccc2c(c1)n(C)c(=O)c(=O)n2C
- lowest unoccupied orbital energy (eV) = 0.137
- spin multiplicity = 1
- E_tot (eV) = -49330.489


Record 3
The following is a DFT calculation (ωB97M-V/def2-TZVPD) of C8H10 as an isolated structure.

```
18
Properties=species:S:1:pos:R:3:forces:R:3:mulliken_charge:R:1
C 0.86083 -2.06335 -1.30985 1.8 2.5 -2.9 -1.02
C -0.26700 -1.65477 -0.48162 -3.8 -0.4 2.9 -0.33
C -0.25350 -0.19208 0.02775 0.5 -3.8 0.0 0.64
C 0.41060 0.79159 -0.61356 -0.7 1.3 2.6 -0.32
C 0.50272 2.05174 -0.06786 1.4 0.6 -5.5 -0.49
C -0.14375 2.32961 1.04890 -0.5 6.5 3.5 -0.16
C -0.74497 1.37895 1.79730 -3.0 -3.3 1.3 -0.45
C -0.83740 0.03941 1.20365 -1.3 1.6 5.0 -0.32
H 1.84898 -1.84985 -0.80085 -1.1 -0.8 -0.5 0.30
H 0.97713 -1.20354 -2.36857 -0.6 -3.1 2.9 0.19
H 0.66325 -3.10318 -1.58818 0.8 0.3 -0.5 0.35
H -1.28575 -1.67180 -0.98448 1.3 -0.6 0.0 0.26
H -0.52827 -2.55361 0.51487 1.2 3.0 -2.8 0.20
H 0.77064 0.55406 -1.50065 2.0 -0.5 -4.0 0.36
H 0.87522 2.82691 -0.83975 -0.3 -0.9 2.0 0.23
H -0.14092 3.60257 1.35489 -0.1 -4.1 -0.5 0.14
H -1.38989 1.52678 2.76583 1.7 0.1 -2.0 0.25
H -1.31795 -0.80943 1.84218 0.8 1.7 -1.4 0.17
```
Positions in Å, forces in eV/Å.

Summary:
- largest force on an atom (hartree/bohr) = 0.1450
- HOMO-LUMO gap (eV) = 10.25
- ΔE to the lowest compared entry with this formula, charge and spin (kcal/mol) = 84.0
- HOMO energy (eV) = -9.2
- lowest unoccupied orbital energy (eV) = 1.016
- spin multiplicity = 1
- E_tot (eV) = -8454.627


Record 4
The following is a DFT calculation (ωB97M-V/def2-TZVPD) of a 3-piece molecular cluster, C21H53ClN3O4Si4 overall.

```
86
Properties=species:S:1:pos:R:3:forces:R:3:mulliken_charge:R:1
C -1.96638 -1.01950 1.41619 0.2 -0.2 0.3 -1.28
C -1.25374 -1.46875 0.15829 -0.1 0.7 0.1 0.62
Cl 0.05385 -0.28912 -0.17509 0.1 -0.1 -0.1 -0.10
C -2.12320 -1.50697 -1.09306 0.5 -0.6 0.2 -1.52
C -3.23218 -2.56145 -1.14239 -0.9 0.6 -0.4 0.06
N -2.81450 -3.86347 -0.60960 1.3 0.9 0.8 0.01
C -3.30299 -4.05590 0.59249 -0.5 0.3 0.1 -0.10
N -2.70889 -4.85055 1.52429 -0.2 -0.9 -0.5 -0.34
N -4.45297 -3.31663 0.82745 0.6 0.0 -1.4 -0.28
C -4.57559 -2.39467 -0.37035 -0.5 -0.5 -0.3 -0.08
C -5.14253 -0.98204 -0.11625 0.4 -0.3 0.5 -1.59
C -5.25466 -0.56520 1.35767 -0.1 0.3 -0.3 -0.20
C -6.62934 -0.56367 1.99544 0.1 0.2 0.3 0.18
O -6.85038 0.08301 2.97298 0.0 -0.1 0.0 -0.52
O -7.58612 -1.36563 1.48310 -0.2 -0.1 -0.1 -0.49
H -1.24475 -0.75437 2.18446 0.1 0.0 0.0 0.60
H -2.56689 -1.82714 1.83779 -0.2 0.0 0.0 0.33
H -2.59078 -0.15024 1.23522 0.0 0.1 -0.1 0.10
H -0.74149 -2.41339 0.33337 0.0 -0.1 -0.1 0.33
H -1.45733 -1.72668 -1.92884 0.0 0.0 -0.1 0.61
H -2.52672 -0.51889 -1.30012 -0.2 0.1 0.1 0.23
H -3.50152 -2.61557 -2.19507 0.1 -0.4 -0.1 0.40
H -1.88068 -4.21648 -0.79902 -0.1 -0.1 -0.1 0.36
H -3.09045 -5.75981 1.72543 -0.1 0.1 0.3 0.23
H -1.96480 -4.51018 2.10877 0.1 0.1 -0.1 0.23
H -5.23384 -3.96893 0.75487 -0.3 0.1 1.1 0.41
H -5.31046 -2.87728 -1.01617 0.1 -0.1 -0.1 0.76
H -6.11344 -0.93662 -0.60285 -0.1 0.2 -0.1 0.88
H -4.52636 -0.26309 -0.64910 0.0 0.1 0.0 0.20
H -4.88714 0.44850 1.48953 0.0 0.1 0.0 0.36
H -4.63736 -1.18854 1.99647 0.0 -0.1 0.1 0.27
H -7.38142 -1.64150 0.58492 0.0 -0.1 0.0 0.39
O 4.68686 -3.18908 2.06654 -0.1 -0.1 0.1 -0.50
Si 6.28738 -3.56816 1.88277 0.5 -0.1 -0.1 0.40
C 7.18160 -2.17097 1.02239 -0.2 0.0 0.0 -1.01
C 6.45956 -5.12228 0.85737 -0.2 0.1 0.0 -1.01
C 7.05634 -3.85022 3.55346 -0.2 0.0 0.0 -1.03
Si 3.36911 -2.81501 1.17221 -0.1 0.1 -0.3 0.44
C 1.90550 -2.52840 2.30242 0.1 -0.1 0.1 -0.45
C 2.94339 -4.22155 0.00887 0.0 0.0 0.1 -0.99
C 3.68907 -1.27634 0.16482 0.0 -0.1 0.1 -0.83
H 6.83301 -2.04688 -0.00505 0.0 0.0 0.0 0.30
H 8.25390 -2.37167 0.99079 0.0 0.0 0.0 0.39
H 7.02730 -1.22538 1.54635 0.0 0.0 0.0 0.29
H 5.88148 -5.94300 1.28761 0.0 0.0 0.0 0.28
H 7.50556 -5.43144 0.81719 0.0 0.0 0.0 0.39
H 6.11757 -4.96831 -0.16841 0.0 0.0 0.0 0.30
H 6.57088 -4.67194 4.08337 0.0 0.0 0.0 0.29
H 6.98776 -2.95792 4.17842 0.0 0.0 0.0 0.29
H 8.11200 -4.10062 3.43482 0.0 0.0 0.0 0.31
H 1.68568 -3.41836 2.89763 0.0 0.0 0.0 0.37
H 1.02580 -2.28182 1.70505 0.0 0.0 0.0 -0.44
H 2.08973 -1.69961 2.98797 0.0 0.0 0.0 0.34
H 3.72447 -4.36468 -0.73918 0.0 0.0 0.0 0.33
H 2.00897 -4.00998 -0.51981 0.0 0.0 0.0 0.31
H 2.82445 -5.16054 0.55434 0.0 0.0 0.0 0.31
H 4.47231 -1.44912 -0.57554 0.0 0.0 0.0 0.33
H 4.00697 -0.45049 0.80451 0.0 0.0 0.0 0.29
H 2.78739 -0.96901 -0.36580 0.0 0.0 0.0 0.24
O -1.26729 5.45124 -1.84165 -0.1 -0.1 0.0 -0.40
Si -0.92102 6.85030 -2.65075 0.1 0.4 -0.2 0.41
C 0.13270 6.47886 -4.15035 -0.1 -0.1 0.1 -1.01
C 0.00682 8.02477 -1.53228 0.0 -0.2 0.0 -1.01
C -2.50511 7.65698 -3.20466 -0.1 -0.2 0.1 -1.04
Si -0.50920 4.21331 -1.07975 0.3 -0.1 0.1 0.29
C -1.78563 3.01125 -0.43216 -0.2 0.0 0.0 -0.69
C 0.50394 4.84411 0.35674 -0.1 0.0 -0.1 -1.00
C 0.61579 3.30384 -2.26613 -0.1 0.1 0.0 -0.95
H 1.11764 6.10597 -3.86167 0.0 0.0 0.0 0.30
H 0.27712 7.38294 -4.74452 0.0 0.0 0.0 0.39
H -0.33951 5.72586 -4.78512 0.0 0.0 0.0 0.28
H -0.54427 8.20239 -0.60646 0.0 0.0 0.0 0.29
H 0.14880 8.98574 -2.03036 0.0 0.0 0.0 0.39
H 0.99266 7.63578 -1.26940 0.0 0.0 0.0 0.30
H -3.14401 7.90514 -2.35507 0.0 0.0 0.0 0.29
H -3.07062 7.00603 -3.87431 0.0 0.0 0.0 0.28
H -2.28007 8.58084 -3.74048 0.0 0.0 0.0 0.31
H -2.45948 3.49408 0.27891 0.0 0.0 0.0 0.43
H -1.28343 2.18574 0.07528 0.0 0.0 0.0 -0.03
H -2.38664 2.60012 -1.24859 0.0 0.0 0.0 0.24
H 1.33025 5.46782 0.01129 0.0 0.0 0.0 0.31
H 0.92601 4.01068 0.92299 0.0 0.0 0.0 0.37
H -0.10792 5.44146 1.03565 0.0 0.0 0.0 0.30
H 1.44097 3.93921 -2.59193 0.0 0.0 0.0 0.33
H 0.07017 2.97947 -3.15512 0.0 0.0 0.0 0.29
H 1.04241 2.41954 -1.78610 0.0 0.0 0.0 0.33
```
Positions in Å, forces in eV/Å.

Summary:
- largest force on an atom (hartree/bohr) = 0.0340
- HOMO-LUMO gap (eV) = 7.11
- net charge = +1
- HOMO energy (eV) = -11.6
- lowest unoccupied orbital energy (eV) = -4.465
- spin multiplicity = 1
- E_tot (eV) = -79333.044


Record 5
The following is a DFT calculation (ωB97M-V/def2-TZVPD) of a single C14H11F2N3O3S molecule.

```
34
Properties=species:S:1:pos:R:3:forces:R:3:mulliken_charge:R:1
N -5.11740 -3.07598 2.60687 0.8 1.1 -0.8 -0.41
O 2.92656 -1.46102 2.14446 0.9 0.9 -0.6 -0.57
O 4.78915 -0.34231 1.90620 -1.0 -0.2 -0.2 -0.59
F 0.99365 1.17994 -4.16672 0.1 0.5 -0.2 -0.28
F -0.49263 2.75686 -3.87675 0.4 0.0 0.2 -0.29
S -1.62081 -2.12138 -1.67800 0.4 1.0 0.9 -0.22
C -4.49175 -2.31347 1.99585 -0.9 -1.3 0.9 0.09
O 1.12315 2.51098 -2.34571 -0.8 -0.6 -0.5 -0.48
C -1.02258 -0.86324 -0.71670 -1.7 -1.6 1.6 -0.20
C -0.20846 0.15266 -1.41570 -0.1 2.1 -2.0 0.48
C -0.63889 0.79176 -2.57640 0.7 -1.1 2.2 -0.99
C 2.86693 2.21401 -0.75135 -0.5 -0.3 0.2 -0.52
C 3.47419 1.48340 0.27719 -0.4 0.1 -0.8 -0.75
C 1.84110 -0.30280 -0.05126 0.8 1.0 0.7 -0.32
C 1.68465 1.76206 -1.34150 0.5 -0.5 0.1 -0.09
C 1.11868 0.54569 -0.90632 0.1 -0.7 0.0 0.68
C 3.01240 0.20555 0.57980 -1.7 0.3 -1.3 0.15
N -1.31413 -0.79174 0.68866 0.8 0.3 -2.6 0.26
N 3.62502 -0.58931 1.60840 0.5 -0.9 1.2 0.94
C 0.23589 1.83084 -3.25022 0.4 -0.9 1.6 0.82
C -0.77813 0.29152 1.57895 0.0 -0.3 -0.3 -0.91
C -3.65877 -1.42904 1.19514 0.4 -0.2 0.5 -0.12
C -2.17238 -1.83084 1.29959 0.0 0.0 -1.1 -1.33
H -1.55156 0.49152 -3.08374 0.1 0.2 0.2 0.49
H 3.29436 3.14905 -1.07728 0.0 0.1 0.0 0.47
H 4.29228 1.96534 0.77616 0.4 -0.3 0.3 0.47
H 1.51018 -1.31613 0.20445 -0.1 0.6 -0.1 0.58
H -1.44862 0.44383 2.43958 0.2 -0.4 -0.3 0.43
H -0.76850 1.28515 1.07852 0.2 -0.8 0.0 0.32
H 0.23975 -0.00903 1.93087 -0.8 0.5 -0.1 0.27
H -3.75038 -0.42595 1.56170 -0.2 0.7 0.3 0.33
H -4.04808 -1.44517 0.19352 0.2 -0.1 -0.6 0.30
H -1.89115 -1.90792 2.32984 0.1 0.0 0.7 0.50
H -2.05371 -2.83483 0.84190 0.3 0.8 0.1 0.48
```
Positions in Å, forces in eV/Å.

Summary:
- largest force on an atom (hartree/bohr) = 0.0563
- HOMO-LUMO gap (eV) = 7.94
- ΔE to the lowest compared entry with this formula, charge and spin (kcal/mol) = 0.0
- HOMO energy (eV) = -9.0
- SMILES string = CN(CCC#N)C(=S)C1=CC(F)(F)Oc2ccc([N+](=O)[O-])cc21
- lowest unoccupied orbital energy (eV) = -1.035
- spin multiplicity = 1
- E_tot (eV) = -41575.650


Record 6
The following is a DFT calculation (ωB97M-V/def2-TZVPD) of a single C6H6N2O molecule.

```
15
Properties=species:S:1:pos:R:3:forces:R:3:mulliken_charge:R:1
C 1.77948 -1.34993 0.02984 1.1 -0.5 0.2 -0.21
C -0.50985 1.05055 1.07627 -0.1 0.9 0.3 -0.07
C -1.69996 0.61614 0.47568 -2.4 -0.2 -0.4 -0.43
C 0.69438 0.70542 0.69055 -0.2 -2.0 -0.9 -1.21
C -1.53984 -0.37417 -0.46778 -2.5 -0.2 0.9 -0.28
C 0.90105 -0.30822 -0.38619 -2.6 -0.3 -0.6 1.26
N 2.41262 -2.19349 0.46283 0.6 -0.7 0.2 -0.42
N -0.40470 -1.09929 -0.61335 2.1 2.6 0.4 -0.27
O 1.33791 0.38844 -1.52762 -0.7 -6.2 -2.1 -0.53
H -0.52074 1.81380 1.79310 -0.4 1.0 1.1 0.41
H -2.72741 1.09206 0.86938 2.5 -1.4 -1.6 0.22
H 1.56478 1.11198 1.06531 1.7 0.8 1.0 0.50
H -2.40638 -0.75921 -1.01636 0.3 0.1 0.3 0.35
H -0.34439 -1.89863 -1.21648 -0.1 0.1 -0.3 0.25
H 1.46305 1.20455 -1.23519 0.8 5.9 1.6 0.42
```
Positions in Å, forces in eV/Å.

Summary:
- largest force on an atom (hartree/bohr) = 0.1281
- HOMO-LUMO gap (eV) = 8.86
- ΔE to the lowest compared entry with this formula, charge and spin (kcal/mol) = 45.9
- HOMO energy (eV) = -8.4
- SMILES string = N#C[C@]1(O)C=CC=CN1
- lowest unoccupied orbital energy (eV) = 0.495
- spin multiplicity = 1
- E_tot (eV) = -11344.440